(1)
Entry from the Open Molecules 2025 dataset: a 5-piece molecular cluster, C46H82BrFN2O12S overall (the ωB97M-V functional and the def2-TZVPD basis).

CARTESIAN COORDINATES (ANGSTROEM)
C 0.786 -4.049 3.134
C 1.889 -3.946 1.882
C 1.141 -3.792 0.405
C 0.430 -2.334 0.170
C 1.333 -1.244 -0.659
C 2.952 -1.490 -0.597
C 3.642 0.026 -0.500
C 4.589 0.697 -1.660
C 4.922 -0.095 -3.083
C 3.900 0.509 -4.227
O 2.704 0.963 -3.762
Br 4.276 0.658 -6.187
C 5.242 2.212 -1.393
C 6.214 2.784 -2.615
O 7.426 2.221 -2.713
N 5.815 3.875 -3.595
C 4.323 4.132 -3.601
O 3.664 3.822 -4.745
F 3.538 4.672 -2.437
C 4.929 3.093 -0.006
S 5.649 4.797 0.314
C 7.194 4.523 1.401
O 6.154 5.538 -0.948
O 4.627 5.779 1.008
C 3.968 2.385 1.118
C 3.356 0.885 0.866
C 2.519 0.553 2.236
O 1.621 -0.386 2.545
N 2.904 1.615 3.242
C 2.038 1.757 4.473
C 0.673 2.643 4.267
C -0.548 1.870 3.493
C -1.229 0.634 4.348
C -2.748 0.230 3.777
C -2.719 -0.271 2.212
C -3.339 0.860 1.151
C -2.888 0.449 -0.404
C -3.405 1.579 -1.509
C -2.357 1.695 -2.806
O -1.874 0.345 -3.230
C -0.584 0.657 -3.929
C 3.424 2.875 2.585
O 3.417 4.058 3.202
H 1.253 -4.529 4.101
H -0.222 -4.538 2.793
H 0.550 -2.913 3.415
H 2.603 -4.902 1.858
H 2.578 -3.037 2.155
H 1.826 -4.086 -0.497
H 0.257 -4.593 0.428
H -0.536 -2.540 -0.500
H 0.000 -1.926 1.199
H 1.005 -0.162 -0.285
H 1.025 -1.277 -1.805
H 3.275 -2.070 -1.575
H 3.332 -2.065 0.355
H 6.059 0.079 -3.399
H 4.741 -1.247 -2.979
H 6.375 4.744 -3.441
H 8.060 4.186 0.653
H 7.052 3.664 2.185
H 7.582 5.529 1.889
H 1.693 0.710 4.931
H 2.700 2.262 5.313
H 0.887 3.659 3.716
H 0.268 2.897 5.360
H -1.407 2.684 3.334
H -0.274 1.449 2.432
H -1.346 0.844 5.494
H -0.574 -0.359 4.263
H -3.524 1.111 3.970
H -3.162 -0.682 4.423
H -1.578 -0.426 1.909
H -3.330 -1.268 2.015
H -2.886 1.923 1.363
H -4.523 0.907 1.190
H -3.413 -0.576 -0.715
H -1.716 0.353 -0.523
H -4.505 1.329 -1.890
H -3.380 2.644 -0.982
H -1.445 2.413 -2.572
H -2.915 2.139 -3.759
H -0.691 1.606 -4.618
H -0.195 -0.245 -4.565
H 0.184 0.909 -3.072
C 5.006 -8.296 3.217
C 3.916 -7.903 2.233
O 4.354 -6.980 1.239
C 5.417 -7.415 0.394
C 5.083 -8.665 -0.403
H 5.411 -7.407 3.716
H 4.608 -8.976 3.977
H 5.839 -8.799 2.723
H 3.108 -7.411 2.784
H 3.474 -8.786 1.761
H 6.332 -7.552 0.979
H 5.618 -6.594 -0.305
H 4.879 -9.521 0.245
H 5.916 -8.931 -1.060
H 4.191 -8.500 -1.017
C -6.110 4.944 4.857
C -5.918 3.819 3.853
O -5.794 2.533 4.456
C -6.902 2.090 5.238
C -8.196 1.990 4.449
H -5.275 4.968 5.569
H -6.163 5.909 4.343
H -7.028 4.822 5.435
H -4.990 3.996 3.300
H -6.722 3.812 3.110
H -7.023 2.731 6.117
H -6.641 1.095 5.616
H -8.510 2.958 4.053
H -9.001 1.610 5.086
H -8.074 1.312 3.598
C -10.897 -3.113 4.206
C -11.084 -1.605 4.262
O -10.010 -0.878 3.669
C -9.763 -1.127 2.286
C -10.949 -0.804 1.393
H -9.961 -3.402 4.699
H -11.730 -3.619 4.705
H -10.852 -3.480 3.179
H -11.129 -1.296 5.311
H -12.036 -1.308 3.812
H -9.430 -2.160 2.143
H -8.920 -0.488 1.998
H -11.820 -1.418 1.631
H -10.693 -0.976 0.343
H -11.245 0.244 1.514
C 3.994 2.203 -12.530
C 3.397 1.957 -11.154
O 4.288 1.298 -10.257
C 5.510 1.972 -9.968
C 5.311 3.338 -9.332
H 4.314 1.257 -12.983
H 3.258 2.678 -13.186
H 4.869 2.855 -12.484
H 2.523 1.306 -11.262
H 3.033 2.888 -10.709
H 6.125 2.042 -10.871
H 6.063 1.334 -9.268
H 4.770 4.021 -9.991
H 6.278 3.793 -9.097
H 4.732 3.248 -8.407

Properties
SMILES string	CCCCCCc1c(CC(=O)Br)c(C(=O)NC(=O)F)c(S(C)(=O)=O)c2c1C(=O)N(CCCCCCCCCCOC)C2=O.CCOCC.CCOCC.CCOCC.CCOCC
orbital gap	7.31	eV
HOMO	-9.388	eV
molecular weight	986.1	g mol⁻¹

Results of the Mulliken charge analysis, in e, for atoms 1 through 5:
1 C -0.65
2 C 0.44
3 C -0.93
4 C 0.62
5 C -0.47

=====

(2)
Entry from the Open Molecules 2025 dataset: a 2-piece molecular cluster, C5H14 overall (the ωB97M-V functional and the def2-TZVPD basis).

CARTESIAN COORDINATES (ANGSTROEM)
C 1.090 0.375 2.681
C -0.137 -0.531 2.635
H 1.524 0.437 1.670
H 0.827 1.396 2.960
H 1.879 -0.020 3.318
H -0.963 -0.047 2.114
H 0.071 -1.515 2.214
H -0.501 -0.700 3.643
C -0.481 0.008 -1.414
C 0.937 -0.187 -1.792
C -1.432 0.417 -2.463
H -0.920 -1.070 -1.207
H -0.572 0.514 -0.448
H 1.367 0.815 -1.997
H -1.003 0.426 -3.464
H -2.347 -0.231 -2.467
H -1.979 1.356 -2.224
H 1.554 -0.677 -1.046
H 1.086 -0.767 -2.714

Properties
multiplicity	2
orbital gap (spin up / spin down)	11.39 / 4.08	eV
net charge	+1
HOMO (spin up / spin down)	-14.801 / -14.797	eV
molecular weight	74.2	g mol⁻¹
relative energy (zero: lowest compared OMol25 entry of this formula, charge and spin)	0.2605	eV

Results of the natural (NBO) charge analysis, in e, for atoms 1 through 5:
1 C -0.60
2 C -0.61
3 H 0.17
4 H 0.22
5 H 0.22

=====

(3)
Entry from the Open Molecules 2025 dataset: a 5-piece molecular cluster, H10O5 overall (the ωB97M-V functional and the def2-TZVPD basis).

CARTESIAN COORDINATES (ANGSTROEM)
O 1.804 -0.654 -1.288
H 1.416 0.076 -1.651
H 2.669 -0.644 -1.764
O -1.538 -2.308 2.240
H -2.206 -2.169 1.661
H -0.764 -1.732 2.023
O 1.161 2.546 0.088
H 1.548 1.847 -0.392
H 1.385 2.269 0.999
O -1.429 1.933 -0.973
H -1.141 2.266 -0.090
H -1.472 0.981 -0.973
O -0.221 -1.567 -0.069
H -0.166 -0.713 -0.299
H 0.510 -1.783 0.493

Properties
SMILES string	O.O.O.O.O
orbital gap	11.03	eV
HOMO	-11.042	eV
molecular weight	90.1	g mol⁻¹
relative energy (zero: lowest compared OMol25 entry of this formula, charge and spin)	2.3004	eV

Results of the natural (NBO) charge analysis, in e, for atoms 1 through 5:
1 O -0.93
2 H 0.45
3 H 0.48
4 O -0.94
5 H 0.47

=====

(4)
Entry from the Open Molecules 2025 dataset: C9H24BrCrN3O3 as an isolated structure (the ωB97M-V functional and the def2-TZVPD basis).

CARTESIAN COORDINATES (ANGSTROEM)
Cr -1.032 -0.398 -4.261
Br -1.228 -0.293 -1.658
C 1.503 -0.022 3.702
C 1.588 0.399 2.277
O 1.166 1.468 1.854
N 2.501 -0.482 1.409
H 3.396 -0.026 1.307
H 2.698 -1.347 1.891
C 1.948 -0.804 0.036
H 2.409 0.372 4.164
H 1.351 -1.098 3.785
H 0.687 0.570 4.118
H 2.699 -1.097 -0.697
H 1.350 0.061 -0.250
H 1.200 -1.583 0.189
C -0.189 3.367 -1.435
C 0.992 4.202 -0.839
O 0.853 5.090 0.049
N 2.436 4.064 -1.381
H 2.447 3.756 -2.343
H 2.944 4.935 -1.323
C 3.338 3.135 -0.510
H -0.205 3.641 -2.490
H -1.193 3.608 -1.085
H 0.110 2.320 -1.398
H 3.418 3.653 0.445
H 4.308 3.103 -1.005
H 3.089 2.084 -0.364
C -4.774 -2.083 -0.005
C -3.378 -2.658 0.483
O -2.912 -2.571 1.655
N -2.500 -3.323 -0.576
H -2.409 -2.707 -1.371
H -1.580 -3.281 -0.160
C -2.907 -4.762 -0.884
H -5.253 -2.827 -0.642
H -4.581 -1.231 -0.657
H -5.396 -1.839 0.856
H -2.896 -5.360 0.028
H -2.133 -5.187 -1.522
H -3.866 -4.849 -1.395

Properties
multiplicity	5
orbital gap (spin up / spin down)	5.08 / 6.93	eV
net charge	+4
HOMO (spin up / spin down)	-21.921 / -21.922	eV
molecular weight	354.2	g mol⁻¹

Results of the natural (NBO) charge analysis, in e, for atoms 1 through 5:
1 Cr 1.60
2 Br -0.58
3 C -0.74
4 C 0.72
5 O -0.46

=====

(5)
Entry from the Open Molecules 2025 dataset: C10H9NO3S as an isolated structure (the ωB97M-V functional and the def2-TZVPD basis).

CARTESIAN COORDINATES (ANGSTROEM)
C 3.112 1.693 -0.476
C -2.895 1.070 -0.903
C 1.750 1.374 -0.672
C -1.530 0.731 -1.053
C 3.501 1.006 0.633
C -3.199 0.829 0.400
C 1.406 0.520 0.342
C -1.100 0.312 0.177
C 0.434 -1.963 -0.133
C 0.177 -0.188 0.675
N -0.538 -2.816 0.123
O 2.480 0.297 1.134
O -2.126 0.370 1.061
O -1.768 -2.470 0.675
S 1.775 -2.257 -0.962
H 3.717 2.339 -1.078
H -3.551 1.440 -1.663
H 1.115 1.745 -1.449
H -0.955 0.772 -1.955
H 4.442 0.941 1.142
H -4.107 0.938 0.959
H 0.131 -0.463 1.726
H -0.564 -3.715 -0.347
H -1.706 -2.507 1.644

Properties
orbital gap	8.27	eV
HOMO	-7.836	eV
molecular weight	223.3	g mol⁻¹
relative energy (zero: lowest compared OMol25 entry of this formula, charge and spin)	0.7312	eV

Results of the natural (NBO) charge analysis, in e, for atoms 1 through 5:
1 C -0.31
2 C -0.31
3 C -0.27
4 C -0.30
5 C 0.10

=====

(6)
Entry from the Open Molecules 2025 dataset: C35H88CdN7O9 as an isolated structure (the ωB97M-V functional and the def2-TZVPD basis).

CARTESIAN COORDINATES (ANGSTROEM)
Cd -31.069 20.383 5.903
C -31.723 23.889 7.990
C -31.470 22.649 7.140
O -30.449 22.509 6.422
O -32.289 21.684 7.159
H -32.621 23.697 8.574
H -31.931 24.780 7.395
H -30.852 24.108 8.603
C -35.927 19.244 9.850
C -35.105 20.432 9.409
C -35.181 21.640 10.339
O -36.435 22.271 10.219
C -36.456 23.445 11.011
N -33.709 19.992 9.278
H -35.514 18.684 10.688
H -35.885 18.548 9.000
H -37.010 19.362 9.921
H -35.352 20.772 8.399
H -34.354 22.307 10.055
H -34.989 21.345 11.383
H -37.175 24.137 10.581
H -35.514 23.966 11.202
H -36.797 23.183 12.025
H -33.206 20.041 10.161
H -33.169 20.575 8.647
C -30.225 21.566 11.504
C -31.636 21.425 12.087
C -31.943 20.025 12.586
O -31.962 19.147 11.457
C -32.408 17.845 11.799
N -31.702 22.414 13.194
H -29.500 21.380 12.294
H -30.076 22.482 10.941
H -30.108 20.721 10.813
H -32.471 21.740 11.446
H -32.919 19.999 13.084
H -31.172 19.671 13.278
H -32.271 17.277 10.876
H -33.470 17.855 12.054
H -31.805 17.365 12.573
H -32.690 22.633 13.306
H -31.268 23.287 12.882
C -27.480 25.044 6.451
C -26.811 23.836 7.152
C -26.833 24.016 8.662
O -25.697 24.757 9.001
C -25.608 25.260 10.313
N -27.460 22.603 6.696
H -28.563 25.089 6.569
H -27.235 25.202 5.398
H -26.992 25.927 6.892
H -25.790 23.831 6.770
H -26.875 23.073 9.224
H -27.735 24.579 8.960
H -26.267 26.140 10.397
H -24.629 25.714 10.458
H -25.896 24.467 11.007
H -28.459 22.745 6.609
H -27.091 22.323 5.799
C -32.590 22.513 1.937
C -32.279 22.540 3.423
C -33.366 23.206 4.264
O -34.564 22.437 4.135
C -35.480 22.756 5.165
N -32.073 21.149 3.965
H -33.197 21.624 1.727
H -31.678 22.329 1.363
H -33.163 23.312 1.473
H -31.343 23.033 3.686
H -33.592 24.220 3.931
H -33.079 23.225 5.317
H -35.976 23.718 5.040
H -35.019 22.761 6.162
H -36.181 21.925 5.241
H -33.029 20.802 4.047
H -31.568 20.691 3.210
C -33.035 16.750 6.800
C -32.427 18.154 6.903
C -31.099 18.237 7.727
O -30.555 19.588 7.689
C -29.272 19.677 8.335
N -32.339 18.678 5.519
H -33.008 16.106 7.683
H -32.722 16.092 5.983
H -34.116 16.860 6.658
H -33.192 18.604 7.541
H -30.358 17.534 7.327
H -31.287 17.962 8.763
H -29.331 19.197 9.312
H -28.926 20.703 8.425
H -28.515 19.134 7.762
H -31.873 17.944 4.979
H -33.260 18.631 5.086
C -28.523 25.202 12.518
C -29.777 26.058 12.338
C -29.943 26.487 10.892
O -28.868 27.290 10.502
C -29.020 27.878 9.236
N -30.945 25.252 12.749
H -28.360 24.944 13.562
H -27.625 25.731 12.183
H -28.559 24.411 11.762
H -29.600 26.930 12.984
H -30.884 27.033 10.717
H -29.996 25.552 10.309
H -28.225 28.588 9.011
H -29.972 28.422 9.251
H -28.978 27.178 8.392
H -31.664 25.963 12.920
H -30.672 25.044 13.715
C -36.711 28.569 12.313
C -36.763 28.883 10.826
C -35.848 30.070 10.498
C -34.383 29.683 10.445
C -34.081 28.470 9.577
C -34.972 27.247 9.922
N -36.353 27.702 10.050
O -37.249 26.625 10.240
C -34.944 26.306 8.693
C -34.337 26.553 11.129
C -38.184 29.244 10.375
H -37.289 29.193 12.996
H -35.695 28.480 12.709
H -37.069 27.550 12.503
H -36.192 30.574 9.595
H -35.994 30.753 11.338
H -34.004 29.531 11.459
H -33.843 30.560 10.078
H -33.034 28.214 9.759
H -34.127 28.704 8.511
H -35.300 26.963 7.896
H -33.954 25.924 8.444
H -35.604 25.443 8.786
H -33.885 27.237 11.857
H -35.087 25.986 11.685
H -33.509 25.873 10.910
H -38.276 29.434 9.309
H -38.629 30.024 10.997
H -38.847 28.415 10.643
H -37.587 26.466 9.352

Properties
orbital gap	6.99	eV
net charge	+1
HOMO	-10.000	eV
molecular weight	863.5	g mol⁻¹
relative energy (zero: lowest compared OMol25 entry of this formula, charge and spin)	0.0000	eV

Results of the Mulliken charge analysis, in e, for atoms 1 through 5:
1 Cd 0.25
2 C -0.62
3 C 1.62
4 O -1.20
5 O -0.58

=====

(7)
Entry from the Open Molecules 2025 dataset: a 4-piece molecular cluster, C16H28F9N3O2PS overall (the ωB97M-V functional and the def2-TZVPD basis).

CARTESIAN COORDINATES (ANGSTROEM)
C 8.031 -0.846 1.197
C 7.001 0.035 1.903
O 5.785 0.171 1.169
C 4.958 -0.955 1.191
C 3.566 -0.432 0.901
O 2.737 -1.584 0.516
P 1.182 -1.490 0.559
C 0.484 -2.133 2.081
C -0.754 -1.323 2.503
C -1.915 -1.540 1.532
C -3.214 -0.832 1.912
C -3.214 0.685 1.926
F -4.471 1.092 2.182
F -2.405 1.155 2.909
C -2.719 1.325 0.586
F -3.283 0.649 -0.428
F -1.388 1.141 0.511
S -3.072 3.177 0.278
F -4.597 2.810 0.061
F -3.334 3.437 1.811
F -1.557 3.561 0.487
F -2.785 2.944 -1.267
F -3.403 4.673 -0.028
H 8.566 -1.481 1.904
H 7.541 -1.497 0.471
H 8.764 -0.250 0.655
H 6.771 -0.352 2.903
H 7.369 1.053 2.021
H 4.987 -1.456 2.167
H 5.221 -1.696 0.425
H 3.124 0.049 1.776
H 3.576 0.269 0.067
H 0.686 -2.231 -0.514
H 0.794 -0.159 0.413
H 1.265 -2.104 2.845
H 0.226 -3.181 1.903
H -1.049 -1.624 3.509
H -0.487 -0.266 2.553
H -2.129 -2.612 1.478
H -1.624 -1.243 0.517
H -4.018 -1.139 1.243
H -3.518 -1.111 2.926
C -2.798 -4.192 -1.842
C -1.365 -3.933 -1.771
N -0.229 -3.775 -1.717
H -3.336 -3.507 -1.189
H -3.147 -4.058 -2.864
H -2.997 -5.216 -1.531
C -4.319 5.036 -3.383
C -5.379 5.439 -4.301
N -6.211 5.755 -5.023
H -3.653 4.330 -3.874
H -3.746 5.909 -3.074
H -4.752 4.565 -2.503
C 0.514 -0.360 -3.863
C 1.057 0.191 -2.627
N 1.519 0.628 -1.671
H 1.298 -0.893 -4.398
H -0.297 -1.050 -3.639
H 0.138 0.447 -4.488

Properties
orbital gap	10.09	eV
net charge	+1
HOMO	-12.541	eV
molecular weight	528.4	g mol⁻¹

Results of the natural (NBO) charge analysis, in e, for atoms 1 through 5:
1 C -0.65
2 C -0.06
3 O -0.53
4 C -0.08
5 C -0.07